# 1
ORCA calculation (ωB97M-V with the def2-TZVPD basis set) on a 4-piece molecular cluster, C25H27F24N2O5 overall.

Calculated values
Charge: +1
Energy above the lowest of the compared OMol25 structures with the same formula, charge and spin (kcal per mole): 0.0
HOMO-LUMO gap (eV): 7.784
Calculated total energy (eV): -104792.979

Each line ends with the Mulliken charge.
Cartesian coordinates (Å):
1 C 1.15 0.77 4.40  -1.0030
2 C 0.12 0.15 3.50  0.8218
3 O -0.02 -1.01 3.31  -0.5297
4 O -0.69 1.08 2.87  -0.2447
5 C -0.51 1.17 1.45  -0.4759
6 C -0.51 2.64 1.05  -0.8389
7 C 0.66 3.46 1.59  -0.3726
8 C 2.00 3.47 0.78  -1.1614
9 C 1.94 2.83 -0.57  0.5165
10 C 1.74 3.53 -1.74  -0.1616
11 C 1.64 2.84 -2.96  -0.3764
12 N 1.75 1.53 -3.06  -0.8563
13 N 1.98 0.90 -1.93  0.6036
14 C 2.09 1.44 -0.74  -0.3651
15 H 1.50 0.03 5.11  0.3528
16 H 0.74 1.65 4.90  0.3300
17 H 1.99 1.10 3.79  0.2146
18 H -1.34 0.65 0.96  0.2929
19 H 0.41 0.64 1.17  0.1885
20 H -1.42 3.06 1.48  0.6230
21 H -0.64 2.73 -0.03  0.3221
22 H 0.88 3.09 2.60  0.1447
23 H 0.34 4.49 1.71  0.3644
24 H 2.81 3.02 1.36  0.4206
25 H 2.29 4.51 0.63  0.3867
26 H 1.64 4.61 -1.72  0.4847
27 H 1.47 3.37 -3.89  0.4400
28 H 2.07 -0.11 -2.03  0.2063
29 H 2.30 0.77 0.09  0.7242
30 C -2.21 -0.54 -5.25  -0.7215
31 C -2.65 0.26 -4.01  0.8289
32 C -1.68 0.29 -2.83  0.5880
33 F -1.46 -0.93 -2.31  -0.2617
34 F -2.17 1.09 -1.86  -0.2845
35 F -3.86 -0.11 -3.60  -0.2667
36 F -2.70 1.56 -4.42  -0.3335
37 O -2.73 -1.84 -5.40  -0.3708
38 C -2.14 -2.95 -4.87  0.7378
39 C -3.08 -3.67 -3.90  0.1598
40 F -3.44 -2.83 -2.91  -0.2174
41 F -2.42 -4.72 -3.37  -0.2403
42 F -0.96 -2.68 -4.25  -0.2880
43 F -1.88 -3.79 -5.88  -0.2970
44 H -2.62 0.01 -6.09  0.4389
45 H -1.12 -0.52 -5.35  0.3063
46 H -0.72 0.71 -3.17  -0.0984
47 H -3.97 -4.02 -4.43  0.2974
48 C -1.98 0.91 8.45  -0.7346
49 C -1.34 2.28 8.71  0.9081
50 C -2.19 3.35 9.42  0.0432
51 F -3.27 3.66 8.67  -0.2194
52 F -1.43 4.46 9.56  -0.2628
53 F -0.85 2.79 7.57  -0.2461
54 F -0.30 2.04 9.56  -0.3359
55 O -2.48 0.68 7.15  -0.3511
56 C -3.75 0.99 6.78  0.7616
57 C -3.77 1.98 5.61  0.4108
58 F -3.12 3.12 5.95  -0.2268
59 F -5.05 2.30 5.32  -0.2728
60 F -4.49 1.42 7.81  -0.2913
61 F -4.33 -0.14 6.31  -0.3043
62 H -1.16 0.20 8.55  0.3937
63 H -2.71 0.66 9.22  0.3278
64 H -2.50 3.00 10.40  0.3108
65 H -3.29 1.53 4.74  0.0864
66 C 2.35 -2.92 -4.76  -0.3445
67 C 3.32 -3.02 -3.58  0.8128
68 C 4.77 -2.60 -3.79  0.0821
69 F 5.36 -3.39 -4.70  -0.2237
70 F 5.43 -2.72 -2.61  -0.2616
71 F 3.25 -4.23 -3.03  -0.2512
72 F 2.85 -2.13 -2.61  -0.3635
73 O 2.06 -4.11 -5.44  -0.4022
74 C 2.82 -4.54 -6.50  0.7867
75 C 3.47 -5.90 -6.21  0.2090
76 F 4.25 -5.81 -5.11  -0.2188
77 F 4.25 -6.23 -7.26  -0.2600
78 F 3.73 -3.63 -6.87  -0.2993
79 F 1.99 -4.73 -7.54  -0.2885
80 H 1.39 -2.63 -4.32  0.0699
81 H 2.63 -2.11 -5.45  0.3944
82 H 4.83 -1.56 -4.12  0.2735
83 H 2.70 -6.66 -6.06  0.2584


# 2
ORCA calculation (ωB97M-V with the def2-TZVPD basis set) on a 2-piece molecular cluster, C25H27N2O2 overall in a non-equilibrium geometry.

Calculated values
Charge: +1
Energy above the lowest of the compared OMol25 structures with the same formula, charge and spin (kcal per mole): 86.0
HOMO-LUMO gap (eV): 4.439
Calculated total energy (eV): -33428.304

Each line ends with the natural charge from an NBO analysis.
Cartesian coordinates (Å):
1 C 0.55 1.56 3.34  -0.4132
2 C 1.64 2.17 2.45  -0.4127
3 C 0.96 2.66 1.16  -0.2239
4 N -0.46 2.41 1.38  -0.2788
5 N -1.42 2.90 0.64  -0.2462
6 C -1.63 4.07 0.16  -0.1633
7 C -0.77 1.64 2.57  -0.2020
8 H 0.78 0.52 3.60  0.2158
9 H 0.46 2.13 4.27  0.2212
10 H 2.13 3.01 2.95  0.2226
11 H 2.41 1.44 2.20  0.2129
12 H 1.16 3.72 0.95  0.2012
13 H 1.33 2.08 0.29  0.1724
14 H -2.43 4.16 -0.59  0.1810
15 H -1.12 4.99 0.52  0.1634
16 H -1.16 0.65 2.30  0.1737
17 H -1.55 2.14 3.16  0.2011
18 C 0.87 2.62 -6.47  -0.2656
19 O 1.34 1.33 -6.01  -0.4524
20 C 0.86 0.85 -4.84  0.4117
21 C 1.23 -0.49 -4.51  -0.2734
22 C 0.69 -1.08 -3.40  -0.0799
23 C -0.21 -0.38 -2.53  -0.1975
24 C -0.75 -1.08 -1.43  0.1201
25 C -1.89 -0.77 -0.66  -0.1898
26 C -2.10 -1.55 0.52  -0.0865
27 C -3.17 -1.32 1.36  -0.2720
28 C -4.10 -0.32 1.01  0.4010
29 O -5.19 -0.17 1.86  -0.4969
30 C -6.48 -0.38 1.34  0.2757
31 C -7.15 -1.54 1.74  -0.2489
32 C -8.37 -1.85 1.14  -0.1865
33 C -8.94 -0.98 0.21  -0.2114
34 C -8.28 0.20 -0.14  -0.1893
35 C -7.05 0.52 0.44  -0.2663
36 C -3.92 0.48 -0.12  -0.2026
37 C -2.86 0.23 -0.98  -0.0986
38 C -0.46 0.99 -2.81  -0.1148
39 C 0.02 1.58 -3.97  -0.2640
40 H 1.41 2.77 -7.41  0.2254
41 H -0.21 2.61 -6.65  0.1951
42 H 1.13 3.42 -5.76  0.1922
43 H 1.90 -1.02 -5.18  0.2538
44 H 0.93 -2.12 -3.17  0.2300
45 H -0.27 -2.03 -1.18  0.2208
46 H -1.39 -2.34 0.75  0.2261
47 H -3.33 -1.90 2.26  0.2534
48 H -6.68 -2.19 2.48  0.2321
49 H -8.88 -2.77 1.42  0.2276
50 H -9.90 -1.22 -0.25  0.2283
51 H -8.71 0.89 -0.85  0.2245
52 H -6.53 1.46 0.22  0.2174
53 H -4.61 1.30 -0.32  0.2357
54 H -2.79 0.79 -1.90  0.2265
55 H -1.02 1.60 -2.11  0.2395
56 H -0.25 2.61 -4.22  0.2344


# 3
ORCA calculation (ωB97M-V with the def2-TZVPD basis set) on one molecule with the formula C25H27N3O5S2 in a non-equilibrium geometry.

Calculated values
Charge: 0
SMILES string: CCOC(=O)c1sc(NC(=O)c2ccc(S(=O)(=O)N3CCCCCC3)cc2)nc1-c1ccccc1
Energy above the lowest of the compared OMol25 structures with the same formula, charge and spin (kcal per mole): 0.0
HOMO-LUMO gap (eV): 8.010
Calculated total energy (eV): -62742.559

Each line ends with the natural charge from an NBO analysis.
Cartesian coordinates (Å):
1 C -5.67 -4.87 -0.22  -0.6220
2 C -6.37 -3.53 -0.31  -0.0690
3 O -5.38 -2.51 -0.46  -0.5199
4 C -5.78 -1.24 -0.28  0.7686
5 O -6.92 -0.94 -0.02  -0.5920
6 C -4.65 -0.34 -0.42  -0.4004
7 S -3.07 -1.05 -0.63  0.5131
8 C -2.42 0.55 -0.52  0.2236
9 N -1.08 0.79 -0.62  -0.6075
10 C -0.19 -0.23 -0.86  0.6513
11 O -0.56 -1.37 -0.99  -0.5761
12 C 1.23 0.19 -0.97  -0.0629
13 C 1.76 1.24 -0.23  -0.2062
14 C 3.11 1.56 -0.35  -0.1932
15 C 3.91 0.83 -1.21  -0.3068
16 S 5.66 1.23 -1.32  2.3466
17 O 5.78 2.64 -1.12  -0.9365
18 O 6.16 0.64 -2.53  -0.9376
19 N 6.35 0.47 -0.04  -0.7066
20 C 6.51 1.16 1.21  -0.2110
21 C 6.06 0.37 2.44  -0.4174
22 C 4.87 -0.55 2.19  -0.4077
23 C 5.28 -1.92 1.64  -0.3930
24 C 5.67 -1.91 0.16  -0.4084
25 C 6.77 -0.90 -0.18  -0.2297
26 C 3.39 -0.20 -1.96  -0.1912
27 C 2.06 -0.54 -1.84  -0.1860
28 N -3.28 1.50 -0.35  -0.4882
29 C -4.55 1.03 -0.30  0.1896
30 C -5.63 2.01 -0.14  -0.0074
31 C -5.40 3.13 0.66  -0.1980
32 C -6.38 4.08 0.83  -0.2175
33 C -7.61 3.93 0.19  -0.1996
34 C -7.83 2.84 -0.62  -0.2139
35 C -6.85 1.88 -0.79  -0.1800
36 H -5.07 -5.04 -1.11  0.2134
37 H -6.40 -5.66 -0.12  0.2163
38 H -5.01 -4.88 0.64  0.2135
39 H -6.96 -3.32 0.59  0.1960
40 H -7.04 -3.49 -1.18  0.1833
41 H -0.79 1.75 -0.58  0.4265
42 H 1.15 1.79 0.47  0.2180
43 H 3.54 2.37 0.21  0.2404
44 H 5.94 2.08 1.11  0.2255
45 H 7.57 1.45 1.33  0.1956
46 H 5.82 1.09 3.22  0.2188
47 H 6.90 -0.24 2.80  0.1979
48 H 4.16 -0.08 1.51  0.2011
49 H 4.36 -0.71 3.14  0.2140
50 H 4.44 -2.61 1.76  0.2119
51 H 6.11 -2.31 2.23  0.1930
52 H 4.79 -1.67 -0.44  0.2015
53 H 6.01 -2.90 -0.12  0.2128
54 H 7.65 -1.07 0.45  0.1999
55 H 7.06 -1.03 -1.22  0.2388
56 H 4.05 -0.73 -2.65  0.2488
57 H 1.63 -1.35 -2.40  0.2419
58 H -4.44 3.23 1.15  0.2217
59 H -6.20 4.94 1.46  0.2119
60 H -8.38 4.68 0.32  0.2116
61 H -8.78 2.73 -1.13  0.2134
62 H -7.03 1.03 -1.43  0.2255


# 4
ORCA calculation (ωB97M-V with the def2-TZVPD basis set) on one molecule with the formula C25H27N5O4 in a non-equilibrium geometry.

Calculated values
Charge: 0
SMILES string: O=C(NCC(=O)N(c1cccnc1)[C@H](C(=O)NC1CCCCC1)c1cccnc1)c1ccco1
Energy above the lowest of the compared OMol25 structures with the same formula, charge and spin (kcal per mole): 22.2
HOMO-LUMO gap (eV): 9.535
Calculated total energy (eV): -42004.833

Each line ends with the natural charge from an NBO analysis.
Cartesian coordinates (Å):
1 O -3.70 -1.88 1.50  -0.6023
2 C -3.91 -0.71 1.24  0.6411
3 N -3.04 0.28 1.57  -0.6119
4 C -1.77 0.01 2.19  -0.3305
5 C -0.60 0.55 1.38  0.7010
6 O 0.28 1.21 1.92  -0.6320
7 N -0.63 0.32 0.05  -0.4625
8 C -1.44 -0.68 -0.54  0.0957
9 C -2.43 -0.34 -1.46  -0.1832
10 C -3.18 -1.35 -2.03  -0.2488
11 C -2.89 -2.66 -1.68  0.0481
12 N -1.93 -2.99 -0.83  -0.3892
13 C -1.23 -2.02 -0.27  0.0444
14 C 0.36 0.94 -0.84  -0.1406
15 C 1.67 0.13 -0.82  0.6781
16 O 2.01 -0.51 -1.80  -0.6282
17 N 2.32 0.19 0.34  -0.6345
18 C 3.55 -0.55 0.63  -0.0383
19 C 3.32 -2.06 0.56  -0.4145
20 C 4.60 -2.81 0.90  -0.3947
21 C 5.73 -2.40 -0.04  -0.3967
22 C 5.96 -0.89 0.03  -0.3941
23 C 4.68 -0.14 -0.31  -0.4169
24 C 0.54 2.41 -0.56  -0.0563
25 C -0.54 3.21 -0.20  -0.1601
26 C -0.34 4.56 0.03  -0.2499
27 C 0.94 5.07 -0.12  0.0330
28 N 1.97 4.33 -0.50  -0.4051
29 C 1.77 3.04 -0.71  0.0376
30 C -5.10 -0.25 0.53  0.1512
31 C -6.17 -0.97 0.06  -0.2351
32 C -7.01 -0.04 -0.59  -0.3141
33 C -6.40 1.17 -0.48  0.1098
34 O -5.24 1.06 0.20  -0.4077
35 H -3.29 1.24 1.38  0.4081
36 H -1.71 0.47 3.19  0.2311
37 H -1.70 -1.08 2.30  0.2646
38 H -2.61 0.70 -1.71  0.2221
39 H -3.97 -1.13 -2.74  0.2251
40 H -3.44 -3.49 -2.10  0.1964
41 H -0.45 -2.33 0.41  0.1995
42 H -0.04 0.83 -1.86  0.2481
43 H 1.91 0.74 1.08  0.4410
44 H 3.83 -0.28 1.66  0.1979
45 H 2.52 -2.34 1.25  0.2027
46 H 3.00 -2.31 -0.46  0.2258
47 H 4.42 -3.88 0.83  0.2102
48 H 4.89 -2.58 1.93  0.1897
49 H 6.64 -2.93 0.22  0.2058
50 H 5.46 -2.67 -1.06  0.1982
51 H 6.75 -0.60 -0.65  0.2101
52 H 6.28 -0.62 1.04  0.1897
53 H 4.84 0.94 -0.24  0.2071
54 H 4.38 -0.37 -1.34  0.2273
55 H -1.53 2.78 -0.09  0.2024
56 H -1.16 5.20 0.32  0.2182
57 H 1.15 6.11 0.05  0.1933
58 H 2.64 2.48 -1.02  0.2008
59 H -6.32 -2.02 0.18  0.2483
60 H -7.95 -0.24 -1.08  0.2358
61 H -6.67 2.15 -0.82  0.2081


| no. | HOMO level (eV) |
| --- | --- |
| 1 | -13.0 |
| 2 | -9.6 |
| 3 | -8.4 |
| 4 | -9.2 |